(1)
The following is a quantum chemistry calculation of a cluster of 6 separate species, C40H88N4O6S2 in total in a non-equilibrium geometry, from the OMol25 dataset.

## Properties
- 2S+1 = 1
- orbital gap (eV) = 8.4339
- total charge = 0
- HOMO level (eV) = -8.152
- electronic energy (eV) = -82815.614
- energy above the lowest of the compared OMol25 structures with the same formula, charge and spin (kcal per mole) = 0.0

```
140
Properties=species:S:1:pos:R:3:forces:R:3
C -4.84925 0.43454 -2.24305 -0.56 0.30 0.30
S -4.61595 0.31752 -4.04313 -0.53 -0.75 0.33
O -3.76335 -0.88073 -4.30115 0.11 0.35 0.04
C -6.29918 -0.30060 -4.37717 0.36 -0.13 -0.40
H -5.71060 1.07095 -2.01774 0.02 0.07 -0.30
H -4.00617 0.90220 -1.73868 0.25 -0.19 -0.25
H -5.07850 -0.54166 -1.81439 0.28 -0.15 -0.19
H -6.35728 -1.32003 -3.99425 -0.01 0.18 0.48
H -6.39172 -0.43083 -5.45606 0.05 0.39 -0.03
H -7.06299 0.37159 -3.99489 -0.04 -0.07 0.03
C -1.50908 -0.74354 -2.07624 0.27 0.98 -0.82
S 0.31404 -0.60524 -2.03711 -1.49 -0.75 1.48
O 0.58247 0.27282 -0.85602 0.34 0.05 -0.31
C 0.61519 -2.31940 -1.40257 -0.18 0.99 -0.27
H -1.99999 -0.85191 -1.11021 0.49 -0.66 0.16
H -1.80448 -1.43237 -2.86542 -0.19 -0.22 0.25
H -1.85381 0.24109 -2.40603 0.23 0.00 -0.22
H 0.14678 -3.09355 -2.00632 0.28 0.09 -0.35
H 0.17602 -2.38047 -0.40791 0.21 0.24 0.12
H 1.70261 -2.32819 -1.39328 0.01 -0.60 0.16
C 3.87664 -1.06834 -6.52305 0.81 -0.50 -0.34
C 3.24399 -1.24905 -5.12022 0.28 0.24 -1.12
C 1.74227 -1.61591 -5.30615 0.75 -0.30 -0.39
C 1.42794 -3.11739 -5.44867 0.15 1.56 1.49
C 2.20400 -3.91093 -4.39301 -0.55 -0.57 -1.95
C 3.69664 -3.68371 -4.51214 1.18 -0.29 0.97
N 3.96758 -2.25193 -4.34412 -1.79 -0.03 1.07
O 5.31840 -1.92123 -4.14688 0.14 -0.12 -0.46
C 4.33731 -4.40333 -3.30324 0.32 -0.65 -0.20
C 4.32852 -4.29117 -5.78376 -0.18 0.83 0.31
C 3.25552 0.09748 -4.40650 0.61 0.50 0.64
H 3.48565 -1.76238 -7.27311 -0.47 0.22 0.06
H 4.93854 -1.33825 -6.53452 0.03 0.29 0.42
H 3.82239 -0.04434 -6.89238 -0.29 -0.03 -0.03
H 1.20313 -1.12306 -4.49788 -0.23 -0.38 -0.04
H 1.43902 -1.16995 -6.25648 -0.10 0.44 0.24
H 1.66317 -3.43182 -6.46216 -0.20 -0.28 0.01
H 0.36231 -3.15883 -5.21307 -0.10 -0.57 -0.54
H 2.00957 -4.94382 -4.70809 0.19 -0.22 0.70
H 1.81801 -3.74426 -3.39307 0.13 0.11 0.08
H 5.42098 -4.30114 -3.20260 -0.06 0.45 -0.25
H 3.88664 -4.12589 -2.34893 -0.14 0.06 -0.08
H 4.22950 -5.48127 -3.45944 -0.36 0.02 0.19
H 4.24043 -5.37439 -5.82826 0.05 -0.04 0.10
H 3.88164 -3.85984 -6.67794 0.09 -0.07 -0.09
H 5.37207 -3.97825 -5.71924 0.10 -0.29 -0.37
H 3.04386 0.01228 -3.33636 -0.34 -0.26 -0.10
H 2.52455 0.77466 -4.84975 -0.04 -0.06 -0.05
H 4.21905 0.61608 -4.41828 0.07 -0.23 -0.37
H 5.40607 -1.91290 -3.18744 0.03 0.13 -0.05
C -5.51278 1.11992 2.87840 -0.06 0.82 -1.11
C -5.27278 -0.05230 3.84561 0.15 1.96 0.08
C -6.03967 -1.28554 3.41546 -1.13 -0.78 0.02
C -5.38168 -2.11937 2.33630 0.34 0.30 -0.33
C -3.90102 -2.43080 2.60687 -0.96 0.67 -0.22
C -3.09976 -1.18243 2.99561 0.58 0.39 0.75
N -3.83234 -0.31314 3.95984 -0.91 -1.55 0.25
O -3.14901 0.84324 4.34975 0.21 -0.09 -0.43
C -1.86637 -1.61010 3.82501 0.09 0.21 -0.67
C -2.60512 -0.41747 1.76006 -0.10 1.01 0.03
C -5.75736 0.43930 5.23600 0.20 -1.12 0.47
H -5.28134 2.09104 3.32030 -0.06 -0.14 0.33
H -6.53679 1.20491 2.50362 -0.09 -0.20 0.30
H -4.89816 1.13332 1.96856 0.02 -0.53 0.06
H -6.40443 -1.91254 4.23855 0.88 0.02 0.38
H -7.02190 -1.00988 3.00999 0.20 0.56 -0.03
H -5.47837 -1.55240 1.40211 0.22 -0.05 -0.07
H -5.95750 -3.03256 2.17795 0.10 -0.07 0.04
H -3.47942 -2.77296 1.66120 0.23 -0.40 0.19
H -3.84015 -3.20752 3.36782 0.21 0.01 0.06
H -1.20057 -2.27548 3.26873 -0.14 -0.09 -0.04
H -1.29684 -0.71365 4.06485 0.04 -0.06 0.17
H -2.19611 -2.08394 4.74567 0.02 -0.05 0.01
H -2.21911 0.55153 2.09877 0.63 -0.26 -0.05
H -1.80999 -0.94570 1.23586 0.06 0.03 0.08
H -3.33342 -0.05412 1.02691 -0.41 -0.76 0.03
H -6.82506 0.24799 5.35820 -0.01 0.04 -0.03
H -5.55407 1.46268 5.54288 0.11 0.17 -0.65
H -5.19970 -0.16541 5.95846 -0.35 -0.13 0.10
H -2.99984 1.35920 3.53927 -0.08 0.17 0.17
C 4.63178 -3.31713 4.22882 0.32 -0.84 0.82
C 4.97877 -2.30631 3.12830 0.16 -0.56 0.19
C 4.63129 -2.96681 1.76458 -1.51 0.83 0.05
C 3.14906 -2.80363 1.45896 -0.44 -0.09 -0.25
C 2.59905 -1.41161 1.70458 -0.54 0.31 -0.57
C 2.86480 -0.82855 3.09635 -0.82 -0.78 0.01
N 4.29133 -1.01760 3.32370 0.38 0.74 -0.89
O 4.69058 -0.43425 4.56399 -0.14 -0.28 -0.25
C 2.45557 0.64791 3.09034 0.00 0.13 -1.20
C 1.93134 -1.58172 4.06809 -0.06 -0.26 -0.37
C 6.47749 -2.03659 3.07198 1.04 0.39 -0.07
H 3.82514 -3.99150 3.93668 -0.14 0.17 -0.02
H 4.38308 -2.91399 5.21206 -0.17 0.52 -0.29
H 5.47485 -3.97246 4.47787 0.09 0.03 -0.43
H 5.14994 -2.47635 0.94004 0.45 -0.21 0.15
H 4.75455 -4.04911 1.78741 0.92 0.11 0.05
H 2.55339 -3.54693 2.00224 0.10 0.17 0.28
H 2.92468 -3.06537 0.41908 0.31 0.02 -0.06
H 1.52650 -1.50837 1.49738 -0.11 0.39 0.44
H 2.90798 -0.65510 0.97539 0.45 -0.37 -0.17
H 1.36773 0.68296 2.99374 -0.05 0.06 0.69
H 2.85022 1.24409 3.90689 -0.26 -0.14 0.24
H 2.71632 1.13968 2.14334 0.63 -0.11 0.17
H 1.87286 -2.62528 3.75402 0.41 -0.20 0.59
H 2.22197 -1.45604 5.10952 -0.09 -0.15 0.02
H 0.90067 -1.26604 3.90707 0.10 0.44 0.26
H 6.90063 -1.42436 3.87218 -0.39 -0.24 0.31
H 6.77594 -1.50145 2.16475 -0.40 0.00 -0.11
H 7.05907 -2.96073 3.04892 -0.22 -0.14 0.09
H 5.25879 0.27593 4.24785 0.00 0.08 0.28
C -3.40661 6.32620 0.70340 -0.20 0.16 -0.89
C -2.05874 5.64687 0.90455 -0.11 -0.23 1.24
C -2.30197 4.14504 0.72294 1.17 -1.72 0.32
C -1.01610 3.32857 0.48826 0.43 0.27 -1.18
C -0.26818 3.95642 -0.68276 -0.61 1.21 0.12
C 0.15235 5.42245 -0.41947 -1.09 -0.11 0.75
N -1.06069 6.19578 -0.02541 -0.75 -1.26 -1.18
O -0.70103 7.51009 0.30413 0.10 0.37 0.49
C 1.20244 5.43604 0.69647 0.52 -0.12 -0.19
C 0.61990 6.00737 -1.74257 0.89 -0.27 0.08
C -1.67044 5.85769 2.38537 0.03 0.11 0.04
H -3.70668 6.17521 -0.33936 -0.02 0.11 0.03
H -3.40087 7.40105 0.89288 0.11 -0.05 0.16
H -4.17407 5.85557 1.31704 0.07 0.05 0.18
H -2.66346 3.72922 1.66858 -0.54 0.44 0.03
H -3.00315 3.79328 -0.03799 -0.16 0.79 -0.23
H -1.21179 2.32705 0.09436 -0.34 -0.20 0.72
H -0.39345 3.26388 1.37912 -0.02 -0.13 0.04
H -1.00808 4.03246 -1.49036 0.18 -0.25 -0.22
H 0.58622 3.38372 -1.04026 0.03 -0.07 0.15
H 1.45588 6.43632 1.04713 0.12 0.07 -0.34
H 0.89836 4.89362 1.58905 -0.32 -0.07 -0.12
H 2.08685 4.89781 0.34210 0.18 0.32 0.00
H 1.32120 5.27257 -2.15259 0.34 0.41 -0.07
H -0.15377 6.11150 -2.50155 -0.38 -0.04 0.34
H 1.09368 6.97844 -1.59818 0.16 -0.08 -0.11
H -1.39364 6.90729 2.48852 0.10 -0.12 0.35
H -0.87441 5.20482 2.74456 0.24 0.15 -0.27
H -2.51068 5.62306 3.04186 -0.18 0.24 -0.13
H -1.21390 8.07220 -0.28622 0.03 -0.13 -0.11
```
Forces are in eV/Å.

=====

(2)
The following is a quantum chemistry calculation of a cluster of 13 separate species, C40H89Cl6O26P3 in total in a non-equilibrium geometry, from the OMol25 dataset.

## Properties
- 2S+1 = 1
- orbital gap (eV) = 10.4525
- total charge = 0
- HOMO level (eV) = -10.072
- electronic energy (eV) = -199164.377
- energy above the lowest of the compared OMol25 structures with the same formula, charge and spin (kcal per mole) = 0.0

```
164
Properties=species:S:1:pos:R:3:forces:R:3
C 3.81306 -5.61347 0.37761 0.52 -0.94 0.00
Cl 3.57567 -7.16968 -0.57528 0.20 1.05 0.78
Cl 2.89242 -4.27539 -0.27359 0.15 0.07 -0.11
H 3.54276 -5.72694 1.42745 -0.37 -0.44 -0.27
H 4.88947 -5.44217 0.36743 -0.24 0.29 -0.40
C 3.46257 1.48312 4.94931 0.86 1.44 -0.93
Cl 5.11656 0.86485 4.96346 -0.19 -0.57 0.11
Cl 3.59445 3.12186 4.11249 -0.49 -0.53 0.54
H 2.81497 0.93691 4.26347 0.15 -0.32 0.61
H 3.15819 1.63868 5.98433 -0.30 -0.13 -0.43
C 0.82497 -0.16266 0.16174 -0.34 0.82 -0.24
Cl -0.00619 -1.73677 0.29096 0.64 0.53 0.06
Cl 2.33297 -0.03228 1.11925 -0.68 -0.64 -0.19
H 1.04304 0.10182 -0.87295 0.38 -0.75 -0.05
H 0.14189 0.63839 0.44425 -0.01 -0.32 0.75
C 3.05366 -0.15640 -6.11309 -1.12 0.37 0.06
O 2.67822 1.21853 -6.39592 1.93 0.89 0.88
P 3.29242 2.34584 -5.41772 0.45 1.21 -2.37
O 2.67501 2.34736 -4.10362 -0.33 0.30 1.15
O 4.90529 2.19433 -5.35457 -0.15 0.86 0.47
C 5.71014 2.96862 -4.33214 0.01 -1.49 -0.72
O 3.03949 3.63585 -6.40369 0.91 -0.74 1.03
C 3.26289 4.98848 -5.92410 -2.43 0.20 0.75
H 2.34450 -0.52444 -5.37165 -0.17 -0.24 -0.16
H 4.03548 -0.28603 -5.65775 0.25 0.24 -0.58
H 2.89473 -0.62237 -7.08557 0.44 -0.45 0.39
H 5.90218 2.25382 -3.53197 -0.54 0.43 0.42
H 5.29722 3.93437 -4.04072 -0.39 -0.42 0.01
H 6.71370 3.13195 -4.72495 -0.30 0.06 -0.68
H 2.31277 5.49897 -6.08148 -0.19 0.00 -0.65
H 4.00270 5.64339 -6.38438 0.60 -1.00 -0.10
H 3.20539 5.03523 -4.83662 1.00 -0.30 0.24
C -0.31477 3.40359 -3.06172 -0.98 -0.99 -0.13
O -1.06928 4.62830 -3.07191 0.79 1.38 -0.66
P -0.62382 5.82034 -4.06990 -0.47 -1.67 -0.95
O -0.25867 5.35618 -5.44484 -0.70 1.17 1.71
O -1.85678 6.86530 -3.96533 1.13 -0.76 0.73
C -2.53918 7.01718 -2.69060 -0.96 0.63 0.57
O 0.61443 6.45656 -3.29266 -1.44 -2.26 0.99
C 1.33802 7.46659 -3.82286 0.90 3.18 -0.53
H -1.09953 2.64713 -3.05638 0.05 -0.24 0.05
H 0.25333 3.24950 -2.14433 0.18 0.57 -0.07
H 0.27498 3.20019 -3.95555 0.17 0.56 0.11
H -2.74351 8.04438 -2.38858 0.59 0.58 -0.91
H -2.04885 6.65511 -1.78695 0.23 -0.78 -0.55
H -3.55881 6.64561 -2.79258 0.32 -0.70 0.01
H 0.82988 7.98891 -4.63347 0.02 -0.29 -0.43
H 2.35789 7.23019 -4.12631 -0.11 -0.48 -0.03
H 1.39771 8.24310 -3.06025 0.35 0.08 0.19
C -3.25930 2.62956 -0.55767 -1.28 -2.06 0.40
O -3.29957 4.02455 -0.60578 0.42 1.60 1.05
P -3.92371 4.85042 0.61004 -0.18 -0.19 0.22
O -3.74861 6.33137 0.43998 -0.69 -2.47 0.55
O -3.24732 4.18399 1.96899 -0.41 -0.08 -3.70
C -3.30593 4.78313 3.21880 -0.76 0.25 0.66
O -5.49010 4.21292 0.66333 4.18 0.58 -0.45
C -6.45370 5.09019 1.14845 -1.42 -0.08 0.18
H -3.98928 2.31562 0.18843 -0.08 -0.44 -0.08
H -2.34590 2.10459 -0.27800 0.55 0.92 0.04
H -3.58842 2.21742 -1.51157 0.02 0.28 -0.14
H -2.34832 5.25664 3.43535 -0.22 0.06 0.29
H -3.56274 3.97333 3.90171 0.38 0.20 0.39
H -4.14299 5.48097 3.24015 0.25 0.40 0.32
H -6.99805 5.42828 0.26671 -0.26 0.57 0.37
H -6.05078 5.90184 1.75424 -0.11 0.13 -0.20
H -7.10172 4.45840 1.75591 -0.29 0.35 0.14
O 7.00348 0.62656 -1.18534 -0.01 0.20 0.18
C 6.02343 0.48997 -0.48741 1.97 -0.31 0.65
O 4.84345 0.21792 -0.97120 -1.45 -0.18 -0.17
C 4.66550 -0.06511 -2.36544 -1.31 -1.42 -0.79
C 4.04604 -1.49483 -2.47986 0.89 0.50 0.46
C 6.09660 0.57236 1.05039 -0.88 -0.16 -0.68
H 5.55999 0.00349 -2.98453 0.19 0.15 0.53
H 3.90046 0.59995 -2.76607 0.23 0.50 0.23
H 3.79800 -1.74456 -3.51146 -0.11 0.18 0.01
H 3.17423 -1.59079 -1.83268 -0.13 0.14 -0.15
H 4.76169 -2.24159 -2.13591 0.08 -0.03 0.01
H 6.76695 -0.17517 1.47458 0.55 0.37 -0.41
H 5.15511 0.31837 1.53741 -0.26 0.39 -0.27
H 6.37586 1.60343 1.26723 0.21 -0.22 0.37
O 0.32577 3.05417 1.32960 0.98 -0.45 -0.01
C 1.16839 3.87502 1.63059 -1.78 0.79 0.09
O 2.34824 4.04322 1.07543 0.48 0.18 0.91
C 2.89902 3.11471 0.20122 1.69 -0.41 -2.19
C 4.15431 3.77075 -0.45518 -0.62 -1.21 0.11
C 0.83988 5.03473 2.55225 -0.72 -0.24 -0.26
H 2.21204 2.77276 -0.57288 -0.46 0.62 -0.18
H 3.20624 2.14482 0.59241 0.04 0.55 0.97
H 3.99446 4.76163 -0.88025 -0.16 -0.07 0.18
H 4.42059 3.08094 -1.25603 0.09 0.13 -0.30
H 5.01335 3.75562 0.21558 -0.15 0.33 0.22
H -0.23986 4.99737 2.69672 0.07 -0.11 0.17
H 1.02339 5.96132 2.00833 0.43 0.05 0.28
H 1.32733 4.98621 3.52598 0.23 0.11 -0.25
O -4.19983 -3.53942 -0.95957 -0.28 1.15 -1.07
C -4.10286 -2.59911 -1.73533 0.35 -1.07 0.93
O -4.85978 -2.45629 -2.85162 1.49 2.32 1.49
C -6.00571 -3.20730 -2.97896 -0.74 -2.41 -0.80
C -6.63359 -2.80208 -4.26289 -0.11 0.12 -1.20
C -3.09315 -1.48483 -1.58277 -0.27 0.19 0.12
H -6.76484 -3.18014 -2.19725 0.63 0.30 0.65
H -5.59043 -4.20811 -3.09734 -0.85 -0.61 0.36
H -7.58169 -3.28588 -4.49770 -0.09 -0.04 0.46
H -5.96884 -3.11797 -5.06689 0.07 0.42 -0.20
H -6.77435 -1.72141 -4.28391 -0.02 0.00 -0.16
H -2.52075 -1.54802 -0.65732 -0.12 -0.44 -0.20
H -3.62041 -0.53324 -1.51522 -0.12 0.04 -0.29
H -2.42918 -1.45400 -2.44665 -0.02 0.04 -0.01
O -5.02940 -2.31888 2.55523 0.48 -3.71 -0.19
C -4.74420 -3.54058 2.60943 -0.72 3.45 1.13
O -5.61343 -4.47710 3.10973 2.51 0.35 -1.02
C -6.97416 -4.19480 3.15103 -1.81 -0.65 -0.57
C -7.62604 -5.49891 3.61044 -1.07 -0.27 1.52
C -3.36792 -4.10581 2.34271 -0.50 -0.65 -0.47
H -7.34768 -4.02972 2.14042 0.17 0.39 -0.19
H -7.18766 -3.29215 3.72351 -0.05 -0.25 0.31
H -7.30263 -5.79467 4.60846 1.03 -0.28 -0.20
H -7.63081 -6.34373 2.92172 0.90 0.23 -0.17
H -8.67805 -5.51059 3.89547 -0.52 1.18 -0.59
H -2.69641 -3.45320 1.78480 -0.37 0.31 0.28
H -3.51429 -4.99388 1.72790 0.07 -0.12 -0.02
H -2.90696 -4.44923 3.26882 -0.08 0.15 0.11
O 0.50433 -6.22431 -2.81017 -0.48 1.33 2.18
C 0.14101 -5.32202 -2.04590 0.46 -2.37 -1.85
O -0.16558 -5.47875 -0.72094 0.21 0.75 -0.99
C 0.20565 -6.69920 -0.12547 -0.32 -1.91 0.88
C -0.83110 -7.21555 0.95219 0.59 0.54 -1.59
C -0.11283 -3.96700 -2.59073 0.24 0.96 1.22
H 1.20064 -6.65307 0.31721 -0.16 0.69 0.25
H 0.36148 -7.45346 -0.89677 -0.38 -0.01 -0.12
H -1.39340 -6.38247 1.37397 0.34 0.01 0.38
H -0.27958 -7.81545 1.67610 -0.19 0.24 0.22
H -1.57737 -7.85878 0.48589 0.05 -0.03 -0.09
H -1.17633 -3.90773 -2.82216 0.08 0.18 -0.30
H 0.55941 -3.69997 -3.40613 -0.39 -0.54 -0.23
H 0.10587 -3.24633 -1.80275 -0.32 0.12 0.02
O -2.09741 0.29905 1.82117 1.21 0.10 0.13
C -2.26615 0.73611 2.92803 -0.33 -0.32 0.54
O -1.33594 0.97714 3.90748 -1.64 0.09 0.00
C -0.02722 0.51529 3.81864 1.78 0.16 -0.91
C 0.16107 -1.00094 3.95502 0.02 0.60 -0.16
C -3.65704 1.01514 3.42238 0.52 0.55 0.41
H 0.58241 0.96853 4.60031 -0.74 0.29 0.59
H 0.45700 0.99515 2.96814 -0.20 -0.57 -0.73
H 0.56062 -1.12956 4.96096 -0.16 -0.71 -0.10
H 0.87147 -1.37378 3.21717 0.06 -0.02 0.15
H -0.77628 -1.53716 3.80693 0.00 0.02 0.16
H -3.95637 1.95079 2.95009 -0.34 -0.14 -0.22
H -3.64539 1.19354 4.49761 -0.19 -0.24 -0.04
H -4.28363 0.17427 3.12503 -0.10 0.20 0.05
O 2.96532 -3.49770 4.09733 0.48 -1.31 0.57
C 2.47779 -4.59756 3.93883 0.49 0.56 0.19
O 2.97751 -5.82208 4.30712 -1.76 0.08 -0.63
C 4.22963 -6.04317 4.90217 0.77 1.12 0.81
C 4.25163 -5.62111 6.37175 0.57 0.23 -0.57
C 1.25799 -4.76462 3.12558 -1.69 -0.49 -0.96
H 4.89344 -5.36598 4.36469 0.60 -0.25 0.09
H 4.54540 -7.07860 4.77458 -0.44 0.03 -0.34
H 3.55547 -6.11439 7.05008 -0.30 0.10 -0.39
H 4.12813 -4.54024 6.30411 -0.25 0.00 0.73
H 5.24593 -5.82500 6.76909 0.12 0.09 -0.01
H 0.28454 -4.37629 3.42505 0.31 0.37 1.30
H 0.99507 -5.80288 2.92315 0.52 0.00 -0.40
H 1.34550 -4.13720 2.23856 0.54 -0.45 -0.45
```
Forces are in eV/Å.